# C31H34N7PSSbY

C31H34N7PSSbY as an isolated structure (ωB97M-V with the def2-TZVPD basis set, OMol25).

Computed properties:
**Energy relative to the best compared isomer or geometry (same formula, charge and spin)**: 45.9 kJ/mol
**Strongest force on any atom**: 0.765 eV/A
**Total energy**: -2602.63945 Eh

The geometry in ORCA input format:
```
! RIJCOSX wB97M-V def2-TZVPD def2/J DEFGRID3
* xyz 2 1
Y 0.1287 -0.1791 -0.0313
N 3.3370 3.2187 0.1876
C 2.2753 2.4138 0.1217
S 2.6159 0.6855 0.2839
N 1.1190 3.0266 -0.0261
N 0.0587 2.1787 -0.1349
C -1.0813 2.7538 -0.1922
C -2.3120 1.9635 -0.3050
C -3.5305 2.5904 -0.1532
C -4.6849 1.8268 -0.2290
C -4.5820 0.4615 -0.4509
C -3.3243 -0.0934 -0.5769
N -2.2005 0.6334 -0.5011
H 4.2608 2.8465 0.3122
H 3.2071 4.2134 0.0975
H -1.1389 3.8355 -0.1297
H -3.5692 3.6586 0.0183
H -5.6552 2.2919 -0.1135
H -5.4582 -0.1670 -0.5293
H -3.2064 -1.1550 -0.7531
C -0.7133 -7.8892 0.1717
C 0.1957 -7.3930 1.0961
C 0.5454 -6.0474 1.0844
C -0.0266 -5.2079 0.1354
C -0.9553 -5.6953 -0.7857
C -1.2923 -7.0424 -0.7658
Sb 0.5638 -3.1981 0.0639
C 1.3812 -2.8593 -1.8670
C 0.5978 -3.0672 -3.0118
C 1.1197 -2.7880 -4.2680
C 2.4082 -2.2758 -4.3894
C 3.1769 -2.0384 -3.2594
C 2.6678 -2.3234 -1.9961
C 2.3319 -3.2105 1.2107
C 3.3251 -4.1625 0.9670
C 4.4766 -4.1688 1.7389
C 4.6497 -3.2269 2.7500
C 3.6706 -2.2754 2.9948
C 2.5103 -2.2716 2.2277
H -0.9738 -8.9405 0.1822
H 0.6406 -8.0539 1.8292
H 1.2604 -5.6733 1.8070
H -1.4267 -5.0455 -1.5138
H -2.0074 -7.4292 -1.4814
H -0.4062 -3.4694 -2.9386
H 0.5233 -2.9725 -5.1532
H 2.8128 -2.0624 -5.3716
H 4.1787 -1.6389 -3.3580
H 3.2856 -2.1531 -1.1233
H 3.2020 -4.9000 0.1823
H 5.2422 -4.9114 1.5547
H 5.5528 -3.2386 3.3486
H 3.8105 -1.5409 3.7786
H 1.7525 -1.5262 2.4318
C -1.5935 -1.4901 5.3063
N -2.4430 -1.6179 4.1140
C -3.4743 -0.5773 4.1502
N -2.9329 0.7787 4.2726
C -2.0729 0.8405 5.4615
N -0.9990 -0.1570 5.4462
C 0.0143 0.1269 4.4503
P -0.7445 0.1103 2.7308
C -1.6448 -1.5426 2.8992
C -2.2267 1.2027 3.0753
H -0.8017 -2.2392 5.2715
H -2.2085 -1.6787 6.1840
H -4.1162 -0.7656 5.0084
H -4.0812 -0.6410 3.2453
H -2.6917 0.6583 6.3383
H -1.6404 1.8371 5.5450
H 0.8181 -0.6079 4.4870
H 0.4484 1.1106 4.6189
H -0.9030 -2.3405 2.9050
H -2.2873 -1.7012 2.0299
H -2.8976 1.1825 2.2165
H -1.8701 2.2269 3.1989
*
```

Atom charges from the Löwdin analysis, given in e for atoms 1 to 5: number 1, Y, carries 1.099; number 2, N, carries 0.110; number 3, C, carries -0.821; number 4, S, carries 0.563; number 5, N, carries -0.003